17
Properties=species:S:1:pos:R:3:forces:R:3 method="wB97M-V/def2-TZVPD" de_lowest_kcal_mol=4.4 homo_lumo_gap_ev=10.5647 multiplicity=1 e_lumo_ev=0.98 smiles="C[C@H]1CC=C[C@H]1O"
C 1.837 -0.556 -0.015 0.055 -0.012 -0.019
C 0.571 0.128 0.501 0.131 0.001 0.043
C 0.119 1.349 -0.337 -0.003 -0.006 -0.021
C -1.381 1.209 -0.385 -0.062 -0.192 0.068
C -1.804 0.051 0.121 0.040 0.182 -0.087
C -0.665 -0.819 0.592 -0.065 0.226 0.214
O -0.569 -2.021 -0.162 -0.010 0.072 -0.301
H 1.838 -0.614 -1.111 -0.027 -0.042 0.210
H 2.730 0.003 0.288 -0.143 -0.086 -0.102
H 1.918 -1.580 0.366 0.026 0.212 -0.016
H 0.762 0.488 1.520 -0.060 -0.098 -0.123
H 0.536 1.334 -1.355 -0.046 -0.015 0.168
H 0.439 2.297 0.112 -0.080 -0.153 -0.060
H -2.026 1.974 -0.811 0.074 -0.132 0.047
H -2.834 -0.293 0.147 0.114 0.084 0.040
H -0.804 -1.166 1.623 0.025 0.061 -0.173
H -0.665 -1.784 -1.094 0.030 -0.102 0.110